223
Properties=species:S:1:pos:R:3:forces:R:3:lowdin_spin:R:1 method="wB97M-V/def2-TZVPD" e_lumo_ev="1.5 / 1.5" total_charge=-1 spin_multiplicity=6 s_squared=8.756 energy_ev=-352813.906
H -7.27100 -2.96504 -6.08067 0.55 -0.04 0.12 0.00
Fe -2.32870 -0.64485 1.16452 -0.52 -0.41 -0.11 4.22
H -6.58156 -7.74404 3.75299 -0.10 -0.17 -0.21 0.00
H 4.04050 4.52692 -4.18393 0.30 0.07 0.22 0.00
O -1.36753 3.17905 5.86135 -0.27 1.54 -1.35 0.00
S -1.43665 -2.58619 -3.70864 -2.45 0.16 1.58 0.00
O 1.70555 -5.39808 1.58175 -1.33 0.72 -1.30 0.00
O -1.38680 4.67882 3.76292 0.97 -0.24 1.06 0.00
C -0.45415 -3.82807 2.35789 1.04 -0.77 -1.29 0.00
O -0.89450 -1.36989 0.20622 2.84 -6.21 -5.11 0.10
H -1.88774 -7.73999 -0.30947 0.38 0.21 -0.17 0.00
H -7.49702 -0.08331 -1.61989 0.00 -0.21 -0.35 0.00
H -1.89113 -0.02158 -6.55988 0.14 0.25 0.51 0.00
H -9.11127 -7.44639 2.84188 0.40 -0.32 0.47 0.00
H 6.68756 6.78807 2.98448 -0.83 -0.40 -0.26 0.00
H 8.10359 5.91397 2.70517 0.16 -0.45 -0.29 0.00
H 5.84297 2.17290 1.61091 0.55 -0.05 -0.27 0.00
H 8.87917 2.69826 -3.77228 0.14 0.11 0.35 0.00
H -3.34255 -6.71145 -4.76013 -0.18 -0.44 0.40 0.00
S 1.79738 4.14948 0.27693 -3.35 0.25 -0.98 0.00
H -5.59604 6.01265 0.12481 -0.46 0.10 0.64 0.00
S -4.69446 -5.79146 4.25936 -0.01 -0.07 0.11 0.00
C 6.55009 -1.45873 -0.47154 0.68 -0.27 0.48 0.00
H -1.28991 -3.35118 1.84585 0.17 0.24 -0.09 0.00
H -3.06164 6.26791 5.66804 0.12 -0.20 -0.52 0.00
H 3.30982 -0.53523 -4.18858 -0.10 -0.08 1.12 0.00
H -5.56022 1.86509 5.10623 -0.04 0.12 -0.14 0.00
H 4.37029 4.35512 -2.37320 0.32 -0.03 -0.25 0.00
C -6.41715 -0.19162 -1.72118 0.00 0.44 -0.39 0.00
C 1.04308 2.08760 4.35300 1.25 -0.27 -1.14 0.00
O 6.24182 2.59477 -3.34020 -2.36 -1.04 0.00 0.00
O 3.89752 0.38964 0.71479 0.43 0.58 -0.16 0.00
C 3.91566 3.94115 -3.27322 -0.10 -0.46 -0.32 0.00
C -1.37976 1.40424 -2.90595 1.22 0.26 -0.28 0.00
H -7.55851 -6.57124 4.61385 0.24 0.19 0.21 0.00
O -0.70363 -2.10617 7.49204 -1.01 0.75 0.87 0.00
O 4.36063 1.87159 -4.96667 0.59 0.46 2.75 0.00
H 3.37148 6.37751 1.69748 -0.15 0.07 -0.04 0.00
H 4.23240 -1.48657 -6.14503 -0.16 0.02 -0.15 0.00
H -3.16171 -1.20168 -2.45360 0.56 0.03 -0.09 0.00
O -6.29002 -1.27578 -4.18050 2.33 1.08 0.28 0.00
H 0.01781 2.91111 1.18233 -0.33 0.08 0.09 0.00
H 2.78275 -2.57284 -6.17168 0.39 -0.22 -0.64 0.00
H 1.81380 -5.28428 -2.38857 -0.16 0.53 0.18 0.00
C 3.00048 -1.55601 -4.41315 -0.58 1.71 0.75 0.00
H 1.51527 -4.65566 7.54642 0.12 0.03 0.08 0.00
H 1.35246 4.93368 3.55943 0.32 -0.39 -0.16 0.00
C -2.50057 -4.83030 -4.49908 0.65 -0.81 -0.99 0.00
C -1.04600 0.57817 -6.89774 0.06 0.48 -1.03 0.00
H 2.53458 -0.86706 -6.32678 0.27 0.24 0.02 0.00
H 2.23711 -1.65879 1.62911 0.25 0.14 -0.29 0.00
H 3.10708 6.99259 3.32199 -0.66 -0.03 0.10 0.00
H 3.04956 -5.12267 -3.61416 -0.34 -0.18 -0.51 0.00
H -7.45349 -3.66637 -4.43336 0.15 -0.34 -0.31 0.00
H -3.44664 -4.31365 -4.66069 -0.34 0.09 1.36 0.00
H -8.09830 -0.83821 -5.07156 0.40 0.43 -0.07 0.00
H 5.83595 2.26942 -0.23383 0.09 -0.16 0.20 0.00
H 1.03390 5.94350 2.19652 -0.29 -0.53 -0.58 0.00
H -5.39923 4.50059 1.08716 -0.08 -0.13 -0.21 0.00
O -6.12082 -5.78549 3.34492 1.48 0.41 0.44 0.00
H -1.61492 2.05649 -2.06490 0.32 -0.34 -0.01 0.00
O -4.58401 0.44351 -3.69825 -2.55 -0.52 0.45 0.00
H 2.84503 3.87856 -3.07842 -0.03 -0.51 -0.13 0.00
S 7.07800 4.07479 0.68842 -0.16 -0.84 -0.21 0.00
O 3.82643 -2.50548 -3.74287 0.20 -1.46 1.66 0.00
O 8.27752 3.47913 1.27309 -1.32 1.20 -0.87 0.00
H -2.38334 -4.72377 0.23704 0.23 0.03 0.60 0.00
O 7.87619 0.60184 -1.40543 0.03 -1.38 -0.66 0.00
S 0.33415 1.85237 -3.58835 -1.47 -0.08 0.52 0.00
C -8.25026 -6.82917 2.58532 1.37 0.40 -0.06 0.00
O 0.13708 1.10487 -5.03458 2.22 -0.15 3.41 0.00
H -6.07818 -1.16325 -1.36184 0.30 0.20 -0.21 0.00
H -3.09809 2.50915 0.38455 -0.08 0.00 -0.16 0.00
O 4.17222 1.47536 -2.41153 1.41 0.85 -2.18 0.00
O -1.56033 -4.26306 -3.58111 0.58 2.71 -0.34 0.00
H 2.90649 1.03764 4.72214 0.68 0.54 -0.64 0.00
H 0.20400 -3.09809 2.82913 -0.14 0.00 -0.07 0.00
H 0.23739 -4.27870 8.71080 0.14 -0.17 0.13 0.00
H -3.11096 -7.11551 0.70501 -0.29 0.28 -0.06 0.00
H -4.49914 -3.99185 2.81461 -0.60 0.56 0.26 0.00
H 6.61755 7.41604 0.51087 0.27 -0.35 -0.57 0.00
O -1.36407 0.69883 0.16423 0.30 7.17 -2.82 0.08
C -1.42684 -1.00019 5.25046 -1.24 0.63 0.78 0.00
H 0.33771 2.05178 3.52277 -0.44 0.31 0.33 0.00
C 6.77048 -0.51335 -3.90379 0.66 0.05 -0.13 0.00
H -7.84405 -7.18379 1.63804 -0.04 -0.10 -0.05 0.00
H 6.56220 -0.39432 -5.99345 -0.31 -0.06 -0.17 0.00
H 2.66433 -1.74282 3.31348 0.60 0.18 0.12 0.00
O -3.91813 5.05507 -0.29553 0.27 -2.34 -2.80 0.00
H -1.33171 0.96927 -7.87422 -0.09 0.15 -0.10 0.00
O 0.46732 3.29846 -3.76353 -0.07 -1.87 0.04 0.00
H 5.60694 -0.92231 -0.57550 0.42 0.40 -0.11 0.00
P -4.51741 -1.14014 1.55915 -3.43 -1.44 -1.68 0.03
C -7.78747 -2.89169 -5.12360 0.81 -1.73 -0.83 0.00
O 1.94271 5.52969 -0.22965 0.63 -2.80 0.27 0.00
H 8.26487 4.24853 -3.04338 0.37 -0.25 0.16 0.00
H -4.35941 2.76859 3.15003 -0.22 0.28 0.19 0.00
H -8.18566 -1.63703 -3.55551 0.01 0.18 0.42 0.00
H -1.36573 6.33182 6.11015 0.14 -0.34 0.00 0.00
H -0.21756 -0.10291 -7.09244 0.10 0.04 0.18 0.00
C 2.08599 1.03055 4.00463 -0.57 -1.27 1.06 0.00
S 3.25050 -3.23612 -2.38627 -1.03 1.20 0.56 0.00
H -0.86430 -1.65949 4.58943 -0.07 -0.58 0.67 0.00
H 4.76183 3.25522 0.80864 0.16 0.31 -0.34 0.00
H 3.89178 5.46863 3.07335 -0.03 -0.20 0.08 0.00
C -4.90082 5.37730 0.67354 0.31 0.45 -0.43 0.00
C 2.20334 -4.61278 -3.15371 1.78 0.85 0.74 0.00
H 7.03474 -1.32729 0.49589 -0.59 0.05 0.44 0.00
O -7.04604 1.13196 -3.89708 1.87 -1.49 0.22 0.00
H 7.86679 8.18333 1.38867 0.25 -0.12 0.41 0.00
H 3.92291 -2.17802 2.03711 -0.21 -0.22 0.21 0.00
H 1.95992 -1.70494 -4.12477 -0.04 0.17 0.03 0.00
H -3.08579 -4.01788 3.66506 0.07 -0.46 0.67 0.00
O -6.02842 -1.39035 1.74389 3.37 0.44 -0.19 0.02
C -3.78678 2.60025 4.06208 0.41 -0.78 -0.51 0.00
H 6.59849 -2.06013 -5.37393 0.15 -0.05 -0.20 0.00
H 6.52782 4.32372 -4.46861 -0.91 -0.09 -0.15 0.00
S -4.28218 3.74604 -1.37103 0.78 -0.24 1.77 0.00
H -2.28066 -0.68280 4.65183 0.02 0.39 -0.04 0.00
H 8.35924 6.75940 0.46045 -0.44 0.23 -0.46 0.00
O -3.91084 -0.88464 0.13473 -2.98 0.78 -4.56 0.13
C -7.59144 -1.59126 -4.46815 -3.56 0.90 0.16 0.00
H -0.49607 3.53633 -0.38035 -0.14 0.30 0.09 0.00
C -2.54760 -6.87964 -0.19782 0.15 -0.15 0.52 0.00
Li 0.49533 -1.79587 -1.01491 -0.02 -0.54 0.09 0.00
O 2.42314 -2.22856 -1.65618 1.81 -1.99 -1.55 0.00
O 6.42072 5.12568 1.73476 0.01 -0.27 0.09 0.00
C -3.14414 -2.17233 -2.94921 0.89 0.11 -0.49 0.00
H -2.16523 1.51562 -3.65343 0.39 0.37 -0.29 0.00
O 2.13209 4.16155 1.82023 0.97 -1.98 -0.74 0.00
O 4.84502 0.33304 3.06387 -1.19 0.17 -1.53 0.00
O -2.89942 -2.91193 6.48800 1.32 2.41 0.77 0.00
H -3.23097 5.45523 2.02965 -0.17 -0.08 0.08 0.00
C 6.92211 3.31396 -4.35452 0.10 1.30 -0.97 0.00
H -3.85084 -2.12666 -3.77782 0.24 -0.13 -0.06 0.00
H 1.66221 0.04563 4.20071 -0.40 -0.17 -0.35 0.00
C -4.04267 2.38023 -0.14388 -0.11 0.58 -1.08 0.00
O 4.39560 -3.83888 -1.71385 -1.73 0.91 -1.18 0.00
H -0.80358 -0.17093 5.58509 -0.19 0.11 -0.20 0.00
O 7.27359 -1.46065 -2.96411 2.14 0.96 2.28 0.00
H 8.08573 -1.07418 -5.60768 0.13 -0.16 0.61 0.00
H -4.02618 1.45364 -0.71769 0.22 -0.07 0.00 0.00
O 2.39413 2.93738 -0.37580 -0.78 3.30 1.81 0.00
H -3.18611 -6.88255 -1.08122 -0.23 0.25 0.23 0.00
H 1.63801 -3.22083 8.61583 0.01 0.14 -0.28 0.00
H -8.68541 -5.85299 2.37128 0.35 0.27 0.28 0.00
P -0.14402 -0.07161 0.59520 -2.99 -2.72 0.81 0.03
C -7.07882 -6.77880 3.65734 -1.80 -0.57 -0.07 0.00
C -1.76643 -5.56962 -0.06637 0.44 -0.76 -1.79 0.00
C 3.07656 6.09285 2.70747 0.37 -0.42 0.16 0.00
H 7.28416 0.44718 -3.86374 -0.05 0.00 0.57 0.00
S 7.88786 -0.84877 -1.47836 -0.98 -0.79 -1.13 0.00
H 0.57797 1.90507 5.32173 0.05 -0.12 -0.27 0.00
O 9.10869 -1.56968 -1.17524 -1.37 0.66 -0.56 0.00
C -2.55115 -6.30427 -4.13085 -0.19 0.20 -0.69 0.00
O -5.08391 -5.83897 5.67921 0.71 -0.57 -2.33 0.00
C 0.96664 -3.84526 8.02638 -0.66 0.04 0.38 0.00
H -1.32081 -5.34724 -1.03595 -0.52 0.38 -0.36 0.00
C 8.31565 3.61772 -3.93085 0.65 -0.42 0.45 0.00
C -0.60372 1.74062 -5.98867 -1.75 -0.31 -2.45 0.00
O 0.64884 -3.80224 -0.10972 0.59 -1.01 -0.09 0.00
H -0.56642 4.62902 1.10380 0.35 0.03 -0.22 0.00
O -3.78779 -6.80207 3.64662 -1.94 1.93 1.45 0.00
C -4.15825 -4.09215 3.84507 0.05 -1.19 -0.94 0.00
S 4.60066 2.28824 -3.56951 -0.10 0.36 0.43 0.00
O -3.24392 3.73283 -2.39216 -1.19 0.47 1.53 0.00
H -4.43433 0.60674 4.62665 0.16 0.12 -0.07 0.00
H -3.46794 -2.88438 -2.19010 0.54 -0.27 -0.13 0.00
H -0.84541 -4.57772 3.04568 0.42 -0.13 -0.04 0.00
S -1.91500 4.25201 5.03874 -2.96 -1.19 -0.22 0.00
O -3.72868 -0.01635 2.18324 -1.89 6.25 4.61 0.13
H -4.89871 2.31903 0.52810 0.07 0.29 -0.05 0.00
H 1.58391 3.03360 4.37931 -0.41 0.21 0.03 0.00
O -0.68072 -0.36492 2.01943 4.86 2.50 5.82 0.10
O -0.60230 -5.87203 0.71141 1.91 0.70 1.05 0.00
C 7.54747 7.20202 1.03770 -0.24 -0.13 0.77 0.00
O 1.40714 1.14069 -2.89040 -1.50 0.67 -1.04 0.00
H 0.81784 -2.65498 6.22031 0.01 -0.09 -0.15 0.00
O -3.49871 3.90266 4.64414 1.22 0.64 1.35 0.00
C 5.74404 2.79123 0.71873 0.47 1.23 0.16 0.00
C 7.04421 -1.06930 -5.28623 -1.05 0.17 -0.28 0.00
C -4.10730 6.04463 1.75990 -0.51 0.83 1.01 0.00
C 1.77337 5.25590 2.60700 1.01 3.03 1.02 0.00
C -2.23968 5.68120 6.07823 -0.45 0.36 -0.09 0.00
H 6.92944 2.84514 -5.33852 -0.43 -0.48 0.16 0.00
H -2.66869 -6.50753 -3.06645 -0.43 0.21 -0.18 0.00
Li 2.57058 0.89064 -0.81709 0.02 0.23 -0.20 0.00
C 3.07352 -1.55649 2.32053 0.26 1.27 -0.53 0.00
O 2.45083 1.06115 2.59026 1.62 -0.09 -0.03 0.00
H 6.33995 -2.51799 -0.61960 0.40 0.05 -0.30 0.00
C 3.18629 -1.60816 -5.86402 -0.54 -1.36 -1.12 0.00
O -0.37048 -2.18126 -2.77167 -1.37 -1.00 -2.41 0.00
C 7.20108 6.24480 2.19123 1.04 0.87 -0.13 0.00
H -0.00404 2.48130 -6.51770 0.05 -0.03 -0.08 0.00
H -1.34942 0.34475 -2.65165 0.37 0.20 0.35 0.00
H -4.07905 1.71493 6.00723 0.20 -0.27 -0.01 0.00
H 1.46056 -4.23125 -3.85429 0.18 0.09 0.23 0.00
O -3.34626 -2.09073 1.84378 0.27 -6.59 2.76 0.13
O -1.48991 -2.17292 -5.11658 0.90 -0.88 2.25 0.00
C -4.50140 1.62628 5.00630 0.17 0.78 0.08 0.00
S -2.16730 -1.66421 6.81175 0.63 -2.50 -1.25 0.00
H -6.00506 0.60884 -1.10673 0.32 -0.19 -0.17 0.00
H -2.13858 -4.72849 -5.52216 0.68 -0.19 -0.07 0.00
C 0.17514 -3.14570 6.95121 -1.05 0.55 -0.42 0.00
S -6.01187 0.18499 -3.46275 -0.30 0.82 0.22 0.00
H -4.48407 -3.35873 4.58267 -0.27 -0.34 -0.29 0.00
O -2.81910 -0.65216 7.63870 1.72 -1.53 -1.29 0.00
H -1.51097 2.23356 -5.63939 0.11 0.15 0.50 0.00
S 0.55932 -4.71677 1.00142 -2.92 0.13 2.88 0.00
H -0.48514 -3.87379 6.48003 0.17 -0.06 -0.29 0.00
H 8.81351 4.17234 -4.72623 -0.07 0.06 -0.06 0.00
H -2.58827 5.42249 7.07805 0.44 -0.50 -0.10 0.00
H -3.79396 7.07401 1.58585 0.17 -0.10 -0.72 0.00
H -1.62904 -6.80196 -4.43106 0.10 0.14 -0.04 0.00
O 1.23053 -0.07659 -0.00127 0.26 0.78 0.35 0.02
O 7.12626 4.73533 -0.61949 0.07 -1.05 1.64 0.00
S 3.74604 0.16589 2.11870 -1.90 -1.51 2.88 0.00
H -2.84890 2.20834 3.66851 0.09 -0.40 0.24 0.00
O -5.67350 3.74839 -1.75916 0.84 0.50 0.26 0.00
H 5.73518 -0.39674 -3.58337 -0.27 0.25 -0.86 0.00
H -8.80150 -3.14889 -5.42969 -0.32 0.55 0.59 0.00
H -4.75667 6.17701 2.62529 0.03 -0.39 0.34 0.00
C -0.06339 3.81606 0.58020 2.00 -0.77 -1.04 0.00